[1]
ORCA calculation (ωB97M-V with the def2-TZVPD basis set) on a cluster of 2 separate species, C3H11NOS2 in total at a distorted geometry.

Each line ends with the Löwdin charge.
CARTESIAN COORDINATES (ANGSTROEM)
C -1.42904 -1.15208 0.34044  -0.08
C 0.07929 -0.98444 0.25025  -0.54
N 0.71139 -2.29266 0.51641  0.02
C 0.53469 -0.34336 -1.05082  -0.53
S 0.09447 1.42730 -1.12796  0.44
S -1.51266 1.51634 -2.45347  0.31
H -1.74483 -1.90548 1.05596  0.08
H -1.90936 -0.21657 0.61477  0.07
H -1.83886 -1.36498 -0.64366  0.07
H 0.38059 -0.36328 1.10583  0.12
H 1.60480 -2.39540 0.04599  0.06
H 0.12553 -3.02357 0.12583  0.06
H 1.61463 -0.37683 -1.11019  0.06
H 0.08917 -0.81851 -1.92744  0.07
H -2.30865 2.10571 -1.55160  -0.21
O 1.72818 3.55590 1.58483  -0.07
H 2.50900 3.02801 1.79393  0.03
H 1.27164 3.60391 2.43087  0.03

Cartesian forces (eV/Å) of the 6 atoms listed first:
C -0.2797 0.5992 -0.4366
C 0.1104 -0.5546 1.0469
N -0.1971 -0.2319 -0.5439
C -0.6848 0.3040 0.2264
S 0.2171 0.1797 -0.3355
S 0.3264 0.0441 0.3745

As for the HOMO energy: -8.472 eV. The SMILES is C[C@@H](N)CSS.O. The HOMO-LUMO gap comes out at 0.330 Ha. The LUMO energy comes out at 0.5 eV.


[2]
ORCA calculation (ωB97M-V with the def2-TZVPD basis set) on a cluster of 2 separate species, C3H11NOS2 in total at a distorted geometry.

Each line ends with the Mulliken spin population.
CARTESIAN COORDINATES (ANGSTROEM)
S 1.12153 3.29332 2.29127  0.34
S 1.53600 1.49012 1.30687  0.61
C 0.25306 1.50617 0.02838  -0.02
C 0.56590 0.32983 -0.86195  0.02
C 0.51578 -1.06931 -0.20886  0.00
N -0.41148 -1.85660 -1.07933  0.00
H 2.41071 3.64577 2.43510  0.01
H 0.14969 2.45730 -0.50249  0.02
H -0.70927 1.40415 0.55218  0.03
H 1.58858 0.51253 -1.20749  -0.01
H -0.14578 0.30453 -1.68875  0.00
H 0.06997 -1.10297 0.80248  0.00
H 1.42736 -1.64364 -0.08739  0.00
H -0.26705 -2.83962 -0.84199  0.00
H -0.06764 -1.90252 -2.03457  0.00
H -3.24665 -1.65342 0.95479  0.00
H -2.05816 -1.71163 -0.14752  0.00
O -2.73255 -1.16400 0.28929  0.00

Cartesian forces (eV/Å) of the 6 atoms listed first:
S 0.1899 -1.4222 -1.0860
S -0.3085 2.2742 0.4875
C -1.3493 -0.1588 0.7324
C 1.1020 -0.5395 0.4093
C -1.4530 -0.7328 -0.3447
N 0.7176 -1.1118 0.3837

The expectation value of S² is 0.75. Its net charge is +1. As for the HOMO energy (alpha / beta): -13.463 / -13.460 eV. As for the multiplicity: 2. The HOMO-LUMO gap (alpha / beta) comes out at 0.306 / 0.189 Ha. The LUMO energy (alpha / beta) comes out at -5.1 / -8.3 eV.


[3]
ORCA calculation (ωB97M-V with the def2-TZVPD basis set) on a cluster of 2 separate species, C3H11NS2 in total at a distorted geometry.

Each line ends with the Löwdin charge.
CARTESIAN COORDINATES (ANGSTROEM)
C 0.15295 -0.94506 -1.75200  -0.20
C -0.27223 -2.37199 -1.34802  -0.31
N -0.54287 -2.53468 0.12632  -0.02
H -0.58766 -0.28974 -1.34273  -0.02
H 0.07633 -0.94724 -2.79949  0.05
H 1.14470 -0.76506 -1.39101  0.03
H 0.41775 -3.12526 -1.80242  0.10
H -1.34246 -2.40759 -1.81415  0.13
H 0.22021 -2.84374 0.63752  0.02
H -1.32944 -3.18502 0.29449  0.07
C -0.44691 0.58150 2.17448  -0.47
S 0.76696 0.71977 0.83406  0.36
S -0.16572 2.01473 -0.41590  0.31
H -1.27581 0.00721 1.83987  0.00
H 0.17578 0.22942 2.98246  0.01
H -0.84455 1.59379 2.61699  0.08
H 0.92256 2.13734 -1.24302  -0.15

Cartesian forces (eV/Å) of the 6 atoms listed first:
C -0.4228 -2.0933 1.2324
C -2.2618 0.2652 -0.0186
N -2.0600 0.3253 -1.9506
H -0.0065 0.4940 0.1290
H 0.2558 0.3623 -1.5657
H 0.5071 0.5427 -0.0326

As for the HOMO energy: -7.806 eV. The SMILES is CCN.CSS. The HOMO-LUMO gap comes out at 0.313 Ha. The LUMO energy comes out at 0.7 eV.


[4]
ORCA calculation (ωB97M-V with the def2-TZVPD basis set) on the molecule C3H11NSi at a distorted geometry.

Each line ends with the Löwdin charge.
CARTESIAN COORDINATES (ANGSTROEM)
C 1.42172 -1.62150 0.00430  -0.21
N 1.37824 -0.19826 -0.00332  -0.25
Si -0.04519 0.86836 -0.27094  0.63
C -0.73652 1.30239 1.49166  -0.24
C -1.34412 -0.10295 -1.54385  -0.19
H 2.50889 -1.88984 -0.10184  0.09
H 1.02105 -2.07479 0.86592  0.05
H 0.76380 -1.84078 -0.84508  0.06
H 1.66539 0.10016 0.93423  0.05
H 0.36716 2.18196 -0.80769  -0.03
H -0.66425 0.51006 2.28683  0.03
H -0.11511 2.17438 1.78778  0.01
H -1.69743 1.72635 1.61811  -0.01
H -1.30871 -1.22017 -1.30658  0.03
H -2.38447 0.10800 -1.65835  -0.01
H -0.83046 -0.02336 -2.45116  -0.03

Cartesian forces (eV/Å) of the 6 atoms listed first:
C 0.7538 0.1682 -2.0945
N -0.9583 2.9284 1.3397
Si -1.6833 -1.9151 0.2748
C 1.5399 -0.2668 0.1922
C 1.8752 -1.2627 2.8385
H -1.1977 -0.4636 -0.2711

As for the HOMO energy: -8.948 eV. The SMILES is CN[SiH](C)C. The HOMO-LUMO gap comes out at 0.365 Ha. The LUMO energy comes out at 1.0 eV.


The evaluated ΔE to the lowest compared entry with this formula, charge and spin for the records listed, in turn: 5.93; 14.08; 28.69; 7.87 kcal per mole.